1.
Computed, not measured: a structure of composition C7H23FeO12P, with ωB97M-V/def2-TZVPD.

Geometry (Å):
Fe1 5.8241 9.1665 -12.9286
O1 4.8858 10.6830 -13.8637
H1 5.5762 11.3706 -13.9344
P1 8.2284 9.3203 -11.9697
O2 7.2197 8.1186 -11.9853
O3 8.6411 9.8995 -10.5960
O4 7.2308 10.4478 -12.3112
O5 9.3143 9.3372 -13.0855
C1 3.4369 12.6294 -16.0856
C2 4.5804 11.9595 -16.8824
O6 4.7575 10.6488 -16.4524
O7 3.6708 12.8241 -14.7250
H2 2.5935 11.9415 -16.1457
H3 3.1962 13.5938 -16.5329
H4 5.4504 12.6078 -16.7781
H5 4.4656 11.8810 -17.9635
H6 4.8117 10.6770 -15.4943
H7 4.0374 11.9996 -14.3976
C3 3.4368 9.4739 -10.5287
C4 2.4638 9.6907 -11.6509
O8 2.6697 10.9021 -12.3256
O9 4.7102 9.3207 -11.0679
H8 3.0488 8.6054 -9.9964
H9 3.3358 10.2940 -9.8178
H10 1.4599 9.7857 -11.2370
H11 2.4001 8.9134 -12.4124
H12 3.3667 10.8101 -12.9793
H13 5.2643 9.1107 -10.3126
C5 5.6311 13.0106 -10.0162
C6 5.8561 13.5686 -11.4606
O10 7.2124 13.4335 -11.8884
O11 6.2843 11.7635 -9.8134
H14 4.5718 12.8979 -9.7856
H15 6.0170 13.6781 -9.2457
H16 5.5535 14.6056 -11.6063
H17 5.1727 12.9946 -12.0864
H18 7.2804 14.1233 -12.5525
H19 6.1482 11.4866 -8.9043
C7 8.1959 11.6110 -15.5184
O12 9.4841 11.2751 -15.0654
H20 8.1700 12.6081 -15.9580
H21 7.7906 10.9345 -16.2709
H22 7.4432 11.4588 -14.7449
H23 9.5385 10.4531 -14.5725

Values from the calculation:
energy relative to the best compared isomer or geometry (same formula, charge and spin) = 0.0 kcal/mol
expectation value of S² = 6.03
multiplicity = 5
E_LUMO (alpha / beta) = 4.86 / 4.83 eV
HOMO (alpha / beta) = 0.1 / 0.2 eV
E_tot = -75878.5035 eV
orbital gap (alpha / beta) = 4.72 / 4.59 eV
total charge = -2

Atom charges from the Löwdin analysis, given in e for atoms 1 to 2: 0.812, -0.381

***

2.
Computed, not measured: a structure of composition C7H23NO3PW, with ωB97M-V/def2-TZVPD.

Geometry (Å):
C1 -1.8683 2.1315 -2.0702
W1 -0.6991 0.4229 -2.0255
N1 1.0399 -0.5449 -2.9959
H1 0.4748 1.5100 -1.5307
H2 1.8942 0.0156 -2.8829
H3 -2.1477 0.3972 -1.2330
H4 -2.1882 2.1399 -3.1257
H5 -1.0913 2.9148 -1.9603
H6 -2.6936 2.3748 -1.4014
H7 1.2770 -1.4605 -2.6107
H8 0.9758 -0.7014 -4.0197
C2 0.7770 2.7443 1.3958
C3 1.8387 1.8678 0.7808
O1 1.4724 0.4518 0.6762
P1 -0.0232 0.0915 0.1137
O2 -0.9171 0.2884 1.4722
C4 -0.6897 -0.2410 2.8279
C5 0.6058 -0.9690 3.1063
O3 0.1835 -1.5788 0.1653
C6 -0.8835 -2.1603 -0.6607
C7 -0.4120 -3.5798 -1.0064
H9 -0.0111 3.0589 0.6870
H10 1.3160 3.6475 1.7180
H11 0.3108 2.3050 2.2919
H12 2.1009 2.2199 -0.2263
H13 2.7384 1.9588 1.3990
H14 -0.7586 0.6328 3.4938
H15 -1.5257 -0.8948 3.0974
H16 1.4009 -0.2641 3.3519
H17 0.4363 -1.6179 3.9725
H18 0.9117 -1.6061 2.2675
H19 -1.8306 -2.1933 -0.1011
H20 -1.0464 -1.5027 -1.6398
H21 -0.7224 -4.3060 -0.2458
H22 -0.9223 -3.8857 -1.9254
H23 0.6768 -3.6673 -1.1558

Values from the calculation:
energy relative to the best compared isomer or geometry (same formula, charge and spin) = 0.0 kcal/mol
expectation value of S² = 2.01
multiplicity = 3
E_LUMO (alpha / beta) = -4.08 / -4.26 eV
HOMO (alpha / beta) = -11.4 / -12.9 eV
E_tot = -26369.3161 eV
orbital gap (alpha / beta) = 7.27 / 8.67 eV
total charge = +1

Atom charges from the Löwdin analysis, given in e for atoms 1 to 2: -0.331, 0.917

***

3.
Computed, not measured: a cluster of 8 separate species, C7H23NO7 in total, with ωB97M-V/def2-TZVPD.

Geometry (Å):
C1 1.7394 1.4733 -1.7914
C2 0.5012 0.6343 -1.5420
C3 -0.4165 0.1291 -2.4260
N1 -1.5120 -0.3442 -1.7158
C4 -1.2936 -0.1537 -0.3435
C5 -0.0686 0.4655 -0.2506
C6 -3.1051 -1.5197 0.2923
C7 -2.2254 -0.5925 0.6713
H1 2.3420 1.5173 -0.9006
H2 2.4445 1.0530 -2.4817
H3 1.4234 2.4465 -2.1911
H4 -0.3402 -0.0953 -3.4980
H5 -2.4683 -0.3820 -2.0419
H6 0.4832 0.8120 0.6215
H7 -3.8337 -1.8348 0.9897
H8 -3.0350 -2.0879 -0.6096
H9 -2.2054 -0.1902 1.6736
H10 3.2799 -0.5684 -0.0873
H11 3.6596 -0.7810 1.4178
O1 3.6744 -0.1449 0.6974
H12 -1.8192 -3.3659 1.0481
H13 -0.4343 -2.5263 0.8633
O2 -0.9284 -3.3600 0.6872
H14 2.0198 1.4702 3.1100
H15 2.2741 0.7212 1.7732
O3 1.5798 1.0399 2.3718
H16 -2.5716 1.4510 0.7122
H17 -3.1788 1.9662 2.0219
O4 -2.9528 2.2398 1.1278
H18 0.5801 -1.8225 3.2092
H19 0.7384 -0.8012 2.2116
O5 0.2309 -1.6280 2.3276
H20 3.2573 -2.8598 -1.0836
H21 1.9335 -1.8946 -1.2403
O6 2.8844 -1.9830 -1.1468
H22 0.4080 3.2273 -0.5830
H23 -0.7704 3.7266 -1.5177
O7 -0.0345 3.9874 -0.9609

Values from the calculation:
energy relative to the best compared isomer or geometry (same formula, charge and spin) = 25.8 kcal/mol
multiplicity = 1
E_LUMO = 0.20 eV
HOMO = -8.1 eV
E_tot = -23453.6693 eV
orbital gap = 8.34 eV
structure (SMILES) = C=Cc1cc(C)c[nH]1.O.O.O.O.O.O.O

Atom charges from the Löwdin analysis, given in e for atoms 1 to 2: -0.044, -0.284

***

For each record above, in turn, the calculated molecular weight values are 386.1, 384.1, 233.3 u.